Entry 1:
Formula: C47H102F2N6O10S2
Source: the Open Molecules 2025 dataset
Level of theory: wB97M-V/def2-TZVPD

Strongest force on any atom, eV/A: 7.69
Spin multiplicity: 2
Charge: +1
Gap between HOMO and LUMO (alpha / beta), eV: 2.1209 / 4.9363
LUMO (alpha / beta), eV: -2.3 / -2.5
HOMO energy (alpha / beta), eV: -4.418 / -7.440
Total energy, hartree: -3928.4104

Each line ends with the Löwdin spin population.
Geometry (Å):
1 N 36.1088 -4.4592 23.4318  0.1300
2 S 35.6097 -4.0307 22.0905  0.1820
3 O 36.5866 -3.5368 21.1169  0.0767
4 O 34.1998 -3.6849 21.9187  0.0784
5 F 35.5507 -5.5270 21.4872  0.0142
6 S 36.2916 -2.9374 23.9479  0.1508
7 O 35.1548 -2.2115 24.2887  0.0656
8 O 37.3675 -2.1455 23.3571  0.0588
9 F 36.9738 -3.3394 25.3747  0.0190
10 C 37.5306 -4.7663 17.7486  0.0035
11 C 38.9150 -5.1151 18.1176  0.0036
12 C 39.8627 -4.8146 16.9195  0.0011
13 N 41.3304 -5.1453 17.2417  0.0007
14 C 41.3843 -6.6379 17.7525  0.0031
15 C 42.7653 -7.2061 17.6594  0.0031
16 C 43.4425 -7.1410 16.2639  0.0003
17 C 43.5203 -5.6306 15.8693  0.0004
18 C 42.1459 -4.9402 15.9031  0.0007
19 C 41.8695 -4.2129 18.3668  0.0083
20 H 37.3597 -3.8039 17.2662  0.0002
21 H 36.9161 -4.5620 18.6254  0.0028
22 H 37.1125 -5.5744 17.1483  0.0001
23 H 38.9412 -6.1521 18.4523  0.0003
24 H 39.1980 -4.5682 19.0170  0.0034
25 H 39.7473 -3.7570 16.6821  0.0003
26 H 39.6113 -5.3456 16.0014  0.0001
27 H 40.6963 -7.2963 17.2221  0.0004
28 H 40.9645 -6.7784 18.7486  0.0025
29 H 42.8403 -8.2245 18.0409  0.0012
30 H 43.3295 -6.6199 18.3848  0.0027
31 H 43.0497 -7.7662 15.4621  0.0001
32 H 44.4530 -7.5468 16.3112  0.0001
33 H 44.0353 -5.5321 14.9137  0.0000
34 H 44.2680 -5.1079 16.4656  0.0003
35 H 41.6150 -5.3494 15.0436  0.0001
36 H 42.1815 -3.8868 15.6254  0.0002
37 H 41.4580 -4.4034 19.3580  0.0054
38 H 41.5634 -3.2013 18.1000  0.0016
39 H 42.9564 -4.2451 18.4421  0.0022
40 C 38.1057 -7.1260 20.9139  0.0068
41 C 38.7768 -6.2243 21.9832  0.0156
42 C 40.0003 -6.9554 22.6520  0.0094
43 N 40.6960 -6.2057 23.8311  0.0011
44 C 42.0307 -6.9239 24.1744  0.0036
45 C 43.0950 -6.0396 24.8917  0.0008
46 C 43.3575 -4.5915 24.5740  0.0014
47 C 41.9111 -3.9967 24.4297  0.0014
48 C 40.9110 -4.7016 23.4709  0.0063
49 C 39.7740 -6.2635 25.0956  0.0067
50 H 37.3678 -6.6646 20.2577  0.0008
51 H 37.5511 -7.9369 21.3859  0.0017
52 H 38.9998 -7.4704 20.3941  0.0012
53 H 37.9862 -5.9046 22.6621  0.0095
54 H 39.2068 -5.3967 21.4191  0.0038
55 H 40.8266 -7.1995 21.9843  0.0034
56 H 39.7141 -7.9135 23.0858  0.0017
57 H 42.5686 -7.0596 23.2362  0.0029
58 H 41.8203 -7.9039 24.6029  0.0008
59 H 44.0352 -6.5831 24.7981  0.0003
60 H 42.8782 -6.1116 25.9575  0.0001
61 H 43.9034 -4.5524 23.6314  0.0017
62 H 44.0346 -4.0689 25.2496  0.0001
63 H 42.1226 -3.0138 24.0087  0.0009
64 H 41.4918 -3.7066 25.3931  0.0002
65 H 41.3028 -4.8331 22.4623  0.0049
66 H 39.9563 -4.1783 23.4173  0.0024
67 H 39.4195 -7.2890 25.1993  0.0016
68 H 38.9035 -5.6474 24.8698  0.0051
69 H 40.2550 -5.8174 25.9660  0.0004
70 C 28.9797 2.6180 23.2862  0.0000
71 C 30.1866 1.8259 22.7847  0.0000
72 C 30.4452 0.6982 23.6802  0.0000
73 N 31.7330 -0.2006 23.4967  0.0000
74 C 31.9276 -1.1106 24.7590  0.0002
75 C 30.9764 -2.2827 24.8034  0.0001
76 C 30.9397 -2.9984 23.3959  0.0008
77 C 30.6032 -2.0159 22.1719  0.0003
78 C 31.7076 -0.8752 22.0919  0.0001
79 C 32.9564 0.7655 23.4260  0.0000
80 H 28.6950 3.2412 22.4385  0.0000
81 H 29.3184 3.2421 24.1131  0.0000
82 H 28.0827 2.0342 23.4927  0.0000
83 H 31.1076 2.4087 22.7648  0.0000
84 H 29.9227 1.4804 21.7852  0.0000
85 H 29.5560 0.0702 23.6264  0.0000
86 H 30.4436 0.9527 24.7401  0.0000
87 H 32.0251 -0.4919 25.6511  0.0001
88 H 32.9063 -1.5813 24.6666  0.0003
89 H 29.9664 -1.9111 24.9762  0.0000
90 H 31.1617 -2.9065 25.6779  0.0000
91 H 30.1677 -3.7546 23.2535  0.0002
92 H 31.8575 -3.5196 23.1237  0.0010
93 H 29.6738 -1.4485 22.2203  0.0000
94 H 30.6734 -2.6678 21.3012  0.0004
95 H 31.2699 -0.1529 21.4028  0.0000
96 H 32.6537 -1.3372 21.8099  0.0000
97 H 33.8671 0.1673 23.4546  0.0000
98 H 32.9978 1.5030 24.2276  0.0000
99 H 32.9680 1.2490 22.4492  0.0000
100 C 33.5237 -3.6309 27.1190  0.0013
101 C 33.8231 -4.7306 26.0051  0.0015
102 C 33.3721 -6.1584 26.3185  0.0006
103 N 33.9884 -7.2679 25.3811  0.0005
104 C 35.5618 -7.2368 25.5794  0.0155
105 C 36.1457 -8.4962 24.8605  0.0060
106 C 35.6162 -9.7929 25.5246  0.0019
107 C 34.1071 -9.8419 25.3989  0.0006
108 C 33.2796 -8.5881 25.7918  0.0012
109 C 33.5505 -7.0556 23.8867  0.0061
110 H 34.0335 -2.7256 26.7894  0.0010
111 H 33.8536 -3.7522 28.1507  0.0000
112 H 32.4674 -3.4452 27.3134  0.0000
113 H 34.9115 -4.6902 25.9633  0.0012
114 H 33.4416 -4.4193 25.0327  0.0003
115 H 32.2822 -6.1640 26.3021  0.0001
116 H 33.7904 -6.4595 27.2789  0.0001
117 H 35.7706 -7.2758 26.6485  0.0008
118 H 35.8661 -6.2932 25.1265  0.0129
119 H 37.2084 -8.4665 25.1012  0.0018
120 H 35.9388 -8.3346 23.8026  0.0026
121 H 35.9633 -9.8287 26.5572  0.0003
122 H 36.0153 -10.7195 25.1118  0.0006
123 H 33.8230 -10.5374 26.1886  0.0001
124 H 33.8665 -10.3066 24.4428  0.0003
125 H 33.3571 -8.6117 26.8788  0.0001
126 H 32.2636 -8.5482 25.3990  0.0004
127 H 33.5290 -7.9803 23.3099  0.0007
128 H 34.2763 -6.3875 23.4231  0.0038
129 H 32.6104 -6.5145 23.7793  0.0010
130 C 40.8264 -0.7218 24.9814  0.0015
131 C 40.0794 0.5297 25.3757  0.0001
132 C 38.5679 0.3001 25.1034  0.0015
133 N 37.7416 1.5655 25.3958  0.0002
134 C 36.1976 1.3128 25.1866  0.0002
135 C 35.5684 0.4699 26.2847  0.0012
136 C 36.0021 1.0299 27.6743  0.0001
137 C 37.5030 1.1585 27.8153  0.0000
138 C 38.0161 2.1000 26.8475  0.0000
139 C 38.0302 2.7269 24.4180  0.0000
140 H 41.8881 -0.5187 24.8410  0.0001
141 H 40.3872 -1.1905 24.1007  0.0013
142 H 40.7535 -1.4365 25.8012  0.0001
143 H 40.5138 1.4401 24.9628  0.0000
144 H 40.2483 0.7350 26.4328  0.0000
145 H 38.2560 -0.6092 25.6172  0.0008
146 H 38.5841 -0.0292 24.0644  0.0009
147 H 36.2665 0.7716 24.2430  0.0001
148 H 35.7339 2.2926 25.0719  0.0000
149 H 35.9848 -0.5332 26.1930  0.0012
150 H 34.5037 0.4640 26.0512  0.0002
151 H 35.6747 0.3702 28.4779  0.0000
152 H 35.5759 2.0236 27.8126  0.0000
153 H 37.8793 0.1522 27.6311  0.0000
154 H 37.8960 1.6042 28.7291  0.0000
155 H 39.0944 2.2491 26.9038  0.0000
156 H 37.5585 3.0819 26.9680  0.0000
157 H 39.0593 3.0854 24.3953  0.0000
158 H 37.2788 3.5042 24.5568  0.0000
159 H 37.8626 2.3389 23.4133  0.0000
160 O 37.5931 -3.2376 28.2346  0.0003
161 C 38.3739 -2.5797 29.0905  0.0000
162 O 39.1472 -1.7430 28.5674  0.0001
163 O 38.5444 -2.9059 30.2625  0.0000
164 H 38.1045 -2.8439 27.5239  -0.0001
165 O 37.1927 0.0958 21.4615  0.0012
166 C 35.8715 0.3304 21.4198  0.0001
167 O 35.1585 -0.6419 21.3452  0.0007
168 O 35.4085 1.4701 21.4917  0.0001
169 H 37.0338 -0.8509 21.4535  -0.0002

***

Entry 2:
Formula: C47H109BrN11O4
Source: the Open Molecules 2025 dataset
Level of theory: wB97M-V/def2-TZVPD

Strongest force on any atom, eV/A: 4.98
Spin multiplicity: 2
Charge: +6
Gap between HOMO and LUMO (alpha / beta), eV: 3.5492 / 4.1363
LUMO (alpha / beta), eV: -11.5 / -11.6
HOMO energy (alpha / beta), eV: -15.070 / -15.774
Total energy, hartree: -5330.8312

Each line ends with the Löwdin spin population.
Geometry (Å):
1 C 9.1535 -4.3887 -1.3392  0.0000
2 C 7.7411 -3.5744 -1.4482  0.0002
3 N 7.3653 -2.7445 -0.2256  0.0002
4 C 6.5997 -1.6217 -0.2784  0.0028
5 C 6.6520 -1.0103 1.0699  0.0009
6 N 7.3611 -1.8737 1.8715  0.0001
7 C 7.9121 -2.8238 1.0544  0.0004
8 C 7.5833 -1.7582 3.3312  0.0000
9 H 9.1649 -5.1487 -2.1205  0.0000
10 H 9.2361 -4.9227 -0.3925  0.0000
11 H 9.9403 -3.6400 -1.4313  0.0000
12 H 6.8835 -4.2155 -1.6522  0.0001
13 H 7.6548 -2.8741 -2.2790  0.0001
14 H 6.1188 -1.3620 -1.2099  0.0053
15 H 6.2154 -0.0848 1.4153  0.0001
16 H 8.6493 -3.5511 1.3610  0.0000
17 H 7.4188 -2.7136 3.8295  0.0000
18 H 6.7609 -1.1591 3.7221  0.0000
19 H 8.6146 -1.5252 3.5964  0.0000
20 C -0.1782 -0.1218 0.6699  0.0101
21 C -0.0830 0.2770 -0.7532  0.0424
22 N 1.0615 1.1117 -0.9709  0.1705
23 C 1.0385 2.2178 -1.7523  0.0412
24 C 2.3409 2.6945 -1.9172  -0.0021
25 N 3.1488 1.9009 -1.1340  0.1602
26 C 2.3467 0.9026 -0.6428  0.2796
27 C 4.6066 1.9731 -0.9896  0.0116
28 H -0.0884 0.8005 1.2437  0.0010
29 H 0.6074 -0.7385 1.1066  0.0041
30 H -1.1576 -0.5900 0.7677  0.0015
31 H -1.0042 0.6918 -1.1624  0.0027
32 H 0.0632 -0.5132 -1.4895  0.0302
33 H 0.1601 2.7402 -2.1013  0.0082
34 H 2.6424 3.6009 -2.4211  0.0004
35 H 2.6443 0.0846 -0.0036  0.0504
36 H 5.0498 1.0242 -0.6875  0.0051
37 H 4.8768 2.8016 -0.3348  0.0024
38 H 4.9167 2.1636 -2.0170  0.0025
39 C 0.5770 2.3254 4.8218  0.0000
40 C 0.5838 3.0677 3.4852  0.0001
41 N 1.9367 3.3421 3.1128  0.0004
42 C 2.8426 2.4807 2.5319  0.0046
43 C 3.9568 3.1516 2.3369  0.0007
44 N 3.8426 4.4510 2.6868  0.0000
45 C 2.5390 4.5613 3.1888  0.0003
46 C 4.8613 5.5195 2.7598  0.0000
47 H -0.4343 2.2332 5.2178  0.0000
48 H 1.0102 2.9671 5.5890  0.0000
49 H 1.0730 1.3590 4.7308  0.0000
50 H 0.1481 4.0052 3.8305  0.0000
51 H 0.1888 2.5401 2.6169  0.0002
52 H 2.4405 1.5014 2.3181  0.0038
53 H 4.9365 2.8935 1.9628  0.0003
54 H 2.1605 5.5029 3.5583  0.0001
55 H 5.7459 5.0996 3.2386  0.0000
56 H 4.4120 6.3568 3.2938  0.0000
57 H 5.0001 5.8583 1.7331  0.0000
58 C -1.5110 -0.9420 4.1944  0.0004
59 C -2.5929 -0.5775 5.2569  0.0001
60 C -3.9025 -1.3281 5.3146  0.0000
61 C -3.7694 -2.9073 5.3147  0.0000
62 N -5.0956 -3.5728 5.6641  0.0000
63 C -6.3368 -2.9741 5.0069  0.0000
64 C -6.3641 -3.5313 3.5549  0.0000
65 C -5.8060 -4.8652 3.6997  0.0000
66 C -5.1426 -5.0591 5.0956  0.0000
67 C -5.1835 -3.5943 7.1743  0.0000
68 H -0.9459 -1.8605 4.3528  0.0001
69 H -0.7268 -0.2128 3.9911  0.0000
70 H -2.0614 -1.1652 3.2804  0.0003
71 H -2.5831 0.5107 5.3202  0.0000
72 H -2.0848 -0.7937 6.1967  0.0000
73 H -4.2403 -1.1623 4.2916  0.0000
74 H -4.6497 -0.8674 5.9608  0.0000
75 H -3.0153 -3.2804 6.0077  0.0000
76 H -3.5136 -3.1768 4.2900  0.0000
77 H -7.1870 -3.4001 5.5395  0.0000
78 H -6.4288 -1.8919 5.0992  0.0000
79 H -7.3311 -3.5540 3.0525  0.0000
80 H -5.6813 -3.0175 2.8782  0.0000
81 H -6.5650 -5.6190 3.4908  0.0000
82 H -5.1359 -5.0252 2.8550  0.0000
83 H -5.7681 -5.6465 5.7679  0.0000
84 H -4.1301 -5.4569 5.0277  0.0000
85 H -5.5418 -2.6216 7.5113  0.0000
86 H -4.1835 -3.7623 7.5740  0.0000
87 H -5.9387 -4.3293 7.4529  0.0000
88 C -0.0456 -3.9216 -1.2303  0.0102
89 N 1.3837 -4.4304 -1.0106  0.0024
90 C 2.4081 -3.3849 -1.6197  0.0287
91 C 1.5291 -4.5084 0.4910  0.0018
92 C 1.3192 -5.8505 -1.6436  0.0013
93 C 2.6381 -6.7341 -1.4972  0.0001
94 O 3.7852 -6.0938 -1.9913  0.0010
95 H -0.2465 -2.9357 -0.8110  0.0067
96 H -0.8357 -4.6407 -1.0140  0.0007
97 H -0.0293 -3.7335 -2.3038  0.0040
98 H 2.2969 -2.4499 -1.0706  0.0264
99 H 2.3478 -3.2058 -2.6932  0.0099
100 H 3.4223 -3.7496 -1.4572  0.0023
101 H 1.3799 -3.4758 0.8065  0.0017
102 H 2.4305 -5.0245 0.8214  0.0001
103 H 0.7559 -5.1035 0.9770  0.0002
104 H 1.1578 -5.7817 -2.7194  0.0001
105 H 0.5046 -6.3621 -1.1310  0.0001
106 H 2.4718 -7.6280 -2.0983  0.0000
107 H 2.7305 -7.2120 -0.5219  0.0000
108 H 3.8190 -5.7970 -2.9036  0.0002
109 C 2.2894 2.6707 -7.4691  0.0004
110 N 2.6681 1.6435 -6.2918  0.0008
111 C 1.3308 1.1565 -5.6383  0.0109
112 C 3.2499 0.4191 -6.9899  0.0008
113 C 3.5751 2.2097 -5.0931  0.0032
114 C 5.0406 2.6041 -5.4507  0.0006
115 O 5.0289 3.7645 -6.2082  0.0002
116 H 1.7246 3.5027 -7.0485  0.0000
117 H 1.9129 2.2143 -8.3846  0.0000
118 H 3.1864 3.1815 -7.8191  0.0000
119 H 0.6060 0.8413 -6.3889  0.0009
120 H 0.8832 1.9220 -5.0044  0.0046
121 H 1.6420 0.3924 -4.9259  0.0137
122 H 4.1240 0.6372 -7.6036  0.0001
123 H 2.5025 0.0062 -7.6674  0.0001
124 H 3.5016 -0.2979 -6.2085  0.0014
125 H 3.5778 1.3394 -4.4368  0.0062
126 H 3.0493 3.0231 -4.5933  0.0007
127 H 5.5947 1.7994 -5.9339  0.0001
128 H 5.5420 2.7397 -4.4924  0.0003
129 H 5.9461 3.9574 -6.4161  0.0000
130 C -4.9701 1.5550 2.5775  0.0001
131 N -5.7075 1.1704 1.2668  0.0000
132 C -6.8379 0.2643 1.6712  0.0000
133 C -6.5574 2.4061 0.7501  0.0000
134 C -4.7396 0.7404 0.1098  0.0005
135 C -3.9032 -0.4858 0.3899  0.0018
136 O -4.5601 -1.6987 0.7553  0.0013
137 H -4.3744 0.7733 3.0488  0.0000
138 H -5.7287 1.9742 3.2384  0.0000
139 H -4.2305 2.3002 2.2847  0.0001
140 H -7.3144 -0.2323 0.8260  0.0000
141 H -7.5815 0.6955 2.3415  0.0000
142 H -6.2968 -0.5920 2.0738  0.0000
143 H -7.1692 2.2964 -0.1453  0.0000
144 H -5.7241 3.0550 0.4805  0.0000
145 H -7.1091 2.7587 1.6216  0.0000
146 H -4.0685 1.5156 -0.2600  0.0005
147 H -5.4233 0.5567 -0.7190  0.0001
148 H -3.1553 -0.2801 1.1557  0.0003
149 H -3.2540 -0.6588 -0.4684  0.0023
150 H -3.8617 -2.3428 0.8936  0.0006
151 C -3.2774 2.5747 -3.2105  0.0020
152 N -3.7965 3.9205 -3.9069  0.0002
153 C -3.0922 5.0504 -3.1816  0.0000
154 C -3.1762 4.1046 -5.3168  0.0002
155 C -5.3327 3.9792 -4.0620  0.0001
156 C -6.0757 4.1975 -2.6473  0.0000
157 O -6.1028 5.4656 -2.1089  0.0000
158 H -3.7423 1.6666 -3.5943  0.0009
159 H -3.6455 2.7534 -2.2002  0.0002
160 H -2.1892 2.5320 -3.2558  0.0018
161 H -2.0111 4.9473 -3.0882  0.0000
162 H -3.6053 4.9809 -2.2225  0.0000
163 H -3.3172 5.9830 -3.6991  0.0000
164 H -3.7224 4.9175 -5.7951  0.0000
165 H -3.2463 3.1573 -5.8515  0.0001
166 H -2.1267 4.3989 -5.3147  0.0001
167 H -5.5717 3.0118 -4.5038  0.0000
168 H -5.5936 4.8062 -4.7224  0.0000
169 H -5.7614 3.3067 -2.1035  0.0000
170 H -7.0879 4.1958 -3.0519  0.0000
171 H -6.8746 5.5016 -1.5391  0.0000
172 Br 5.2944 5.5131 -1.3462  0.0002